(1)
Formula: C4H4P2
Source: the Open Molecules 2025 dataset
Level of theory: ωB97M-V/def2-TZVPD

## Properties
LUMO (eV): -0.799
Calculated total energy (Ha): -837.3763
Multiplicity: 1
HOMO level (eV): -7.99

The geometry in XYZ format:
```
10
Properties=species:S:1:pos:R:3:nbo_charge:R:1
C 1.0555 -1.4329 -0.1283 -0.520
C 0.0409 -0.7528 0.2503 -0.245
C 0.5049 1.3691 -0.5921 -0.447
C 0.0230 0.6767 0.5121 -0.175
P 2.7059 -0.7582 0.0111 0.179
P 2.2051 1.2380 0.0300 0.318
H 0.9890 -2.4176 -0.5607 0.233
H -0.9046 -1.1220 0.0882 0.224
H 0.2556 2.3770 -0.8939 0.221
H -0.8957 1.0929 1.1686 0.212
```

(2)
Formula: C4H4S
Source: the Open Molecules 2025 dataset
Level of theory: ωB97M-V/def2-TZVPD

## Properties
LUMO (spin up / spin down) (eV): -1.675 / -1.673
Calculated total energy (Ha): -552.7214
Multiplicity: 1
HOMO level (spin up / spin down) (eV): -8.46 / -8.46

The geometry in XYZ format:
```
9
Properties=species:S:1:pos:R:3:nbo_charge:R:1
C 0.3222 1.3672 -0.2178 -0.169
C -0.4645 0.3339 0.4222 -0.156
C 0.9000 0.2196 -0.5290 -0.003
C -0.1147 -0.8226 -0.5271 -0.458
S 3.8215 -0.0647 0.0031 -0.178
H 0.4812 2.4198 -0.3443 0.255
H -0.4951 0.2484 1.5599 0.206
H 0.2667 -1.7345 -0.0600 0.240
H -0.8581 -0.9145 -1.4211 0.263
```

(3)
Formula: C4H4S
Source: the Open Molecules 2025 dataset
Level of theory: ωB97M-V/def2-TZVPD

## Properties
LUMO (eV): -0.471
Calculated total energy (Ha): -552.8864
Multiplicity: 1
HOMO level (eV): -8.74
Structure (SMILES): C#CC(C)=S

The geometry in XYZ format:
```
9
Properties=species:S:1:pos:R:3:nbo_charge:R:1
C -2.2875 -0.1580 0.0426 -0.098
C -1.2319 0.4139 -0.1016 -0.109
C 0.1897 0.2749 -0.0236 -0.210
C 0.9802 1.5509 0.0459 -0.668
S 0.8755 -1.1100 0.0072 0.141
H -3.3122 -0.4287 0.0976 0.233
H 0.7888 2.1952 -0.8219 0.232
H 0.5789 2.2481 0.8426 0.240
H 2.0339 1.2551 -0.0127 0.240
```

(4)
Formula: C4H4S
Source: the Open Molecules 2025 dataset
Level of theory: ωB97M-V/def2-TZVPD

## Properties
LUMO (eV): -0.275
Calculated total energy (Ha): -552.8005
Multiplicity: 1
HOMO level (eV): -8.97

The geometry in XYZ format:
```
9
Properties=species:S:1:pos:R:3:nbo_charge:R:1
C -0.5107 -1.2464 -0.2385 -0.254
C -0.1058 1.2204 0.1744 -0.497
C 0.6632 0.5537 -0.9954 -0.117
C 0.2024 -0.2471 0.3904 -0.199
S 2.0129 -0.1308 0.1173 0.160
H -1.5073 -1.2396 -0.0686 0.194
H -0.1470 -2.3205 -0.3643 0.230
H 0.5942 1.8186 0.8318 0.248
H -1.2018 1.5915 0.1531 0.235
```

(5)
Formula: C4H4S
Source: the Open Molecules 2025 dataset
Level of theory: ωB97M-V/def2-TZVPD

## Properties
LUMO (eV): 0.599
Calculated total energy (Ha): -552.8470
Multiplicity: 1
HOMO level (eV): -9.13

The geometry in XYZ format:
```
9
Properties=species:S:1:pos:R:3:nbo_charge:R:1
C 0.1214 -0.0870 -1.2022 -0.309
C -0.3398 -0.2776 1.1110 -0.450
C 0.3573 -1.3508 0.2607 -0.133
C -0.8803 -0.4071 -0.2543 -0.203
S -1.2036 -2.1590 -0.2737 0.191
H 0.7003 0.8116 -1.0773 0.215
H 0.1110 -0.5372 -2.1793 0.231
H -0.9660 -0.6244 1.9190 0.239
H 0.2548 0.5960 1.3533 0.219
```

(6)
Formula: C4H4S
Source: the Open Molecules 2025 dataset
Level of theory: ωB97M-V/def2-TZVPD

## Properties
LUMO (eV): -0.225
Calculated total energy (Ha): -552.8848
Multiplicity: 1
HOMO level (eV): -8.92
Structure (SMILES): C#CCC=S

The geometry in XYZ format:
```
9
Properties=species:S:1:pos:R:3:nbo_charge:R:1
C 2.1211 -0.6885 -0.1469 -0.215
C 1.0515 -0.0791 -0.2946 -0.001
C -0.1821 0.6863 -0.1764 -0.563
C -1.3004 -0.1467 0.3124 -0.233
S -2.7634 -0.4302 -0.2720 0.082
H 2.8048 -1.4581 -0.2568 0.232
H -0.3818 1.1933 -1.1244 0.249
H -0.2989 1.4025 0.6679 0.267
H -1.0508 -0.4797 1.2907 0.181
```

(7)
Formula: C4H4S
Source: the Open Molecules 2025 dataset
Level of theory: ωB97M-V/def2-TZVPD

## Properties
LUMO (spin up / spin down) (eV): 0.420 / -2.414
Calculated total energy (Ha): -552.6481
Multiplicity: 3
HOMO level (spin up / spin down) (eV): -6.61 / -7.96

The geometry in XYZ format:
```
9
Properties=species:S:1:pos:R:3:mulliken_spin:R:1
C -1.1224 -0.4167 0.1812 0.119
C 0.9648 -0.7495 0.3122 0.824
C -2.2968 -0.8812 -0.0680 0.240
C 1.6975 0.4722 0.1394 -0.025
S -2.3793 0.9077 -0.2335 0.693
H -2.8265 -1.7249 -0.2179 0.008
H 2.0596 0.5239 -0.8959 0.101
H 2.6657 0.3890 0.4784 0.030
H 1.2373 1.4797 0.3041 0.011
```

(8)
Formula: C4H56BO36
Source: the Open Molecules 2025 dataset
Level of theory: ωB97M-V/def2-TZVPD

## Properties
LUMO (eV): 1.291
Calculated total energy (Ha): -2919.8096
Net charge: -1
Multiplicity: 1
HOMO level (eV): -7.44

The geometry in XYZ format:
```
97
Properties=species:S:1:pos:R:3:mulliken_charge:R:1
O 0.6252 2.7397 1.2200 0.402
C 0.4512 1.6617 0.6300 0.338
O -0.2348 0.7287 1.1250 0.579
B -0.1278 -0.4343 0.2750 -0.784
O 0.9252 -0.0683 -0.7410 1.511
C 1.1492 1.1537 -0.5440 0.034
O 1.6372 1.8397 -1.4170 0.014
O -1.4178 -0.8793 -0.2940 0.672
C -1.5678 -2.0953 0.0740 0.376
O -2.3818 -2.7903 -0.4790 0.603
C -0.4568 -2.5203 0.7680 -0.175
O 0.3362 -1.5963 1.0350 0.862
O -0.2158 -3.6933 1.0340 -1.079
O -0.7788 4.9547 0.3020 -0.798
H -1.0258 4.5067 1.1270 0.419
H -0.0778 4.4437 -0.0590 0.315
O 4.1382 1.5007 -3.4310 -0.700
H 3.3892 0.9337 -3.1760 0.371
H 3.9942 2.4217 -3.1260 0.328
O 0.5052 1.8907 4.2840 -0.640
H 0.5492 2.4857 5.0670 0.298
H 0.4282 2.4337 3.5500 0.129
O -2.3458 2.3517 0.0180 -0.778
H -2.4618 3.2117 -0.3960 0.276
H -2.5778 2.4627 0.9350 0.328
O -0.0198 -2.8343 -2.4350 -0.852
H -0.0628 -1.9433 -2.7920 0.252
H 0.5152 -3.2683 -3.0750 0.331
O 3.8162 -0.0873 -0.3550 -0.836
H 3.6672 0.8257 -0.2510 0.332
H 3.1632 -0.3203 -1.0350 0.234
O 1.7512 4.6737 -0.9830 -0.817
H 2.4212 4.0027 -0.9020 0.339
H 1.1092 4.2747 -1.5660 0.324
O 2.9452 -0.7873 -2.8880 -0.832
H 2.0372 -1.1003 -2.9010 0.191
H 3.4882 -1.5733 -2.8280 0.290
O -1.4868 -5.4943 -0.5430 -0.720
H -1.5178 -4.6043 -0.1970 0.222
H -1.9568 -5.4333 -1.3710 0.289
O -5.1408 -2.5843 0.7570 -0.785
H -4.9568 -2.9413 -0.1480 0.377
H -4.6588 -1.7903 0.8300 0.470
O -3.3668 -4.3973 1.8160 -0.597
H -3.7098 -3.6553 1.2930 0.388
H -4.0828 -4.5883 2.3950 0.266
O 1.9112 4.8567 2.7080 -0.601
H 2.3492 4.9657 3.5720 0.257
H 1.9302 5.7197 2.3130 0.275
O -4.7458 -3.6553 -1.7460 -0.757
H -5.1098 -3.4553 -2.6510 0.296
H -3.8068 -3.4203 -1.7750 0.273
O 4.1392 2.6977 -0.3140 -0.596
H 5.0142 2.5177 -0.6300 0.246
H 4.2412 3.4147 0.3390 0.181
O -2.2018 2.1587 2.7830 -0.850
H -1.3948 1.8277 2.3930 0.189
H -1.9428 3.0987 2.8820 0.470
O 2.2392 -2.9363 -1.0980 -0.711
H 2.7202 -3.7793 -1.2290 0.309
H 1.3652 -2.9793 -1.5290 0.385
O -1.2708 1.3767 -2.5050 -0.710
H -0.6778 0.8717 -3.0820 0.263
H -1.9088 0.9257 -1.9700 0.205
O -3.7408 -0.0623 -2.1850 -0.680
H -3.7138 -0.5073 -1.3500 0.082
H -4.6008 -0.3873 -2.5190 0.293
O 1.3232 -3.6253 3.5880 -0.615
H 0.4432 -3.2723 3.4460 0.316
H 1.2742 -4.5573 3.5610 0.275
O -2.4718 -2.7273 -3.3390 -0.796
H -1.6988 -2.6333 -2.7390 0.131
H -2.6118 -3.6723 -3.4170 0.318
O 2.8762 -2.6303 1.5360 -0.825
H 2.0462 -2.9943 1.8540 0.211
H 2.6602 -2.4533 0.6430 0.349
O 2.3332 -0.1493 2.8570 -0.708
H 1.5142 -0.1163 3.3050 0.225
H 2.5092 -0.9763 2.4240 0.390
O -0.2608 3.8487 -2.5820 -0.733
H -0.4948 3.0037 -2.1490 0.228
H -1.0768 4.0197 -3.0240 0.339
O 1.3852 2.1097 -3.9710 -0.787
H 0.9602 2.9097 -3.7800 0.517
H 1.4452 1.7847 -3.0930 -0.098
O 1.7022 -5.7433 0.6820 -0.665
H 1.0282 -5.0833 0.7210 0.421
H 2.1412 -5.6403 1.5160 0.321
O -4.0218 0.0157 0.7360 -0.787
H -3.5698 -0.3673 1.5020 0.420
H -3.4698 0.7677 0.5630 0.243
O -0.7928 4.6077 3.0890 -0.667
H 0.2222 4.5967 3.0380 0.280
H -0.9808 5.5187 3.1970 0.265
O 3.1342 2.1697 2.2850 -0.754
H 2.8192 1.2957 2.5230 0.456
H 2.4292 2.7297 2.0180 0.146
```

Energy relative to the best compared isomer or geometry (same formula, charge and spin) list, top to bottom, in kcal per mole: 19.9, 169.8, 66.3, 120.2, 91.0, 67.3, 96.9, 13.9